# 1
The following is a quantum chemistry calculation of a molecular structure, C17H24BrN5O6W, from the Open Molecules 2025 dataset.

```
54
Properties=species:S:1:pos:R:3:forces:R:3
W -0.583 -0.372 -0.002 -0.7944 -0.1822 0.2030
N 3.111 -0.436 0.248 -0.0175 -0.1953 0.0120
C 3.661 0.907 0.462 0.0213 0.0041 0.0559
C 2.817 1.939 -0.291 -0.0342 0.3024 -0.3441
C 1.384 1.640 -0.005 -0.0099 -0.1408 0.1083
O 0.892 1.898 1.101 0.1283 0.2630 0.1030
O 0.673 0.969 -0.881 0.1536 -0.1003 0.7599
H 3.597 -1.109 0.830 0.0143 0.0477 0.0293
H 3.269 -0.739 -0.708 0.0300 0.0939 -0.0134
H 4.702 1.025 0.153 -0.0205 -0.0601 -0.0019
H 3.613 1.123 1.531 -0.0084 -0.0106 -0.0298
H 3.008 1.902 -1.363 -0.0094 -0.0431 0.0091
H 3.047 2.937 0.082 0.0347 -0.0153 -0.0726
C -1.015 0.472 3.820 -0.0361 0.0183 0.0962
C -0.496 -0.794 3.157 -0.0030 0.0175 0.1116
C 0.292 -1.662 4.119 0.0656 0.0080 0.0029
O 0.327 -0.441 2.001 0.4803 -0.0952 -0.3609
C -1.657 -1.549 2.528 -0.3483 0.0151 -0.7203
O -2.372 -2.326 3.069 0.1457 0.0078 0.2343
O -1.835 -1.188 1.222 -0.0544 0.0925 0.4295
H -0.176 1.078 4.167 0.0089 0.0012 -0.0039
H -1.608 0.198 4.692 -0.0178 0.0067 -0.0171
H -1.635 1.067 3.150 0.0139 -0.0764 -0.0097
H 0.978 -1.057 4.711 0.0090 0.0258 -0.0143
H 0.874 -2.417 3.592 -0.0234 -0.0303 0.0006
H -0.397 -2.169 4.793 -0.0272 0.0315 0.0006
H 0.867 0.355 2.152 0.0477 0.1163 0.0642
Br 0.107 -1.436 -2.948 0.0034 0.2916 -0.2823
C 0.395 -2.734 -1.654 0.2145 -0.7322 0.2698
C 0.786 -4.016 -2.004 -0.0735 0.2387 0.1005
C 1.013 -4.920 -0.982 0.0497 -0.1792 -0.0242
C 0.861 -4.530 0.343 -0.0707 0.2078 0.0430
C 0.468 -3.237 0.609 0.0637 -0.2702 -0.2629
N 0.224 -2.355 -0.381 0.0070 0.5161 -0.0055
H 0.903 -4.279 -3.044 0.0131 -0.0247 -0.0076
H 1.313 -5.932 -1.219 0.0015 -0.0037 -0.0058
H 1.034 -5.212 1.162 0.0227 -0.0346 -0.0169
H 0.347 -2.884 1.618 -0.0373 0.0247 0.0031
C -4.829 0.339 -2.070 0.0802 0.1231 0.0768
N -4.019 1.124 -1.117 -0.0258 0.1892 0.1351
C -4.495 2.266 -0.518 -0.0715 -0.1393 -0.1463
C -3.766 2.975 0.367 0.2377 -0.0996 0.0274
C -2.447 2.510 0.689 -0.3464 0.2150 -0.0641
N -2.032 1.364 0.124 0.3363 -0.2103 0.0507
C -2.793 0.719 -0.765 -0.0653 -0.1524 -0.1629
O -2.243 -0.331 -1.249 -0.0522 0.0411 -0.2912
N -1.641 3.159 1.503 0.0194 -0.1185 -0.0735
H -5.625 0.986 -2.427 -0.0445 -0.0768 -0.0325
H -5.238 -0.533 -1.565 -0.0202 -0.0160 -0.0409
H -4.202 0.035 -2.902 -0.0112 -0.0196 0.0053
H -5.491 2.557 -0.819 -0.0059 0.0472 0.0322
H -4.160 3.880 0.803 -0.0017 0.0112 0.0131
H -1.924 4.038 1.905 0.0287 0.0032 0.0185
H -0.677 2.840 1.589 -0.0002 0.0661 0.0090
```
Positions in Å, forces in eV/Å.

LUMO (spin up / spin down): -7.107 / -6.745 eV
charge: +2
M: 658.15 g/mol
E_tot: -4028.1463 a.u.
relative energy (zero: lowest compared OMol25 entry of this formula, charge and spin): 15.2 kcal/mol
spin multiplicity: 3
gap between HOMO and LUMO (spin up / spin down): 7.18 / 8.48 eV

***

# 2
The following is a quantum chemistry calculation of a molecular structure, C32H27AsIrN2O6PSSe, from the Open Molecules 2025 dataset.

```
72
Properties=species:S:1:pos:R:3:forces:R:3
Ir 0.298 -1.307 0.480 2.1354 0.3333 -0.7061
O -0.093 -1.369 2.878 -0.0718 0.0113 -1.2177
As -0.703 0.359 2.832 -0.1540 -1.3994 0.2172
O -0.163 0.893 4.250 0.3479 0.9501 0.3688
O 0.928 1.102 0.716 -0.8848 -0.5489 0.4239
C -2.642 -0.054 3.019 0.6330 0.3735 -0.1848
C -3.323 0.409 4.132 0.3535 0.1670 0.0145
C -4.677 0.129 4.241 -0.0342 -0.0307 0.0208
C -5.330 -0.590 3.251 0.1025 -0.1064 -0.0299
C -4.634 -1.044 2.141 -0.1069 -0.0666 -0.0233
C -3.286 -0.755 2.033 0.1019 -0.2587 -0.7040
S -2.451 -1.270 0.547 -2.2867 -0.6069 -1.0497
O -1.566 -0.165 0.121 -0.2478 -0.0740 0.3166
O -3.461 -1.574 -0.434 -0.0844 0.3342 0.5388
O -1.614 -2.457 0.844 0.4121 0.1764 0.5251
H 0.542 -1.442 3.601 0.4088 0.0806 0.0428
H -2.788 0.968 4.890 -0.0706 -0.0069 0.0123
H -5.221 0.477 5.108 -0.0199 0.0078 0.0301
H -6.381 -0.805 3.343 -0.1482 0.0006 0.0115
H -5.099 -1.596 1.337 -0.1865 0.0110 0.0426
C 4.928 4.666 -0.035 -0.0324 -0.0005 -0.0085
C 4.427 4.276 -1.266 0.0562 0.1047 -0.0638
C 3.505 3.248 -1.346 0.0025 -0.0374 0.0370
C 3.083 2.618 -0.182 -0.3573 -0.5697 -0.1384
C 3.550 3.036 1.060 -0.0042 0.0046 0.0306
C 4.478 4.060 1.129 -0.0476 -0.0217 0.1146
P 2.076 1.119 -0.251 1.5229 -0.0903 -0.7718
C 1.582 0.894 -1.983 0.2347 0.1597 0.4346
C 2.368 0.127 -2.837 0.0326 0.1129 0.0403
C 2.075 0.086 -4.190 0.0654 0.0188 0.0182
C 1.005 0.813 -4.689 0.0662 -0.0705 0.0103
C 0.214 1.566 -3.834 -0.0972 0.0595 0.0750
C 0.497 1.607 -2.478 -0.0025 -0.0309 0.0262
C 3.141 -0.292 0.162 -0.6357 0.5636 -0.2287
C 4.515 -0.206 0.320 0.0158 -0.1375 -0.1105
C 5.223 -1.338 0.687 0.1996 0.0330 0.0065
C 4.564 -2.542 0.860 -0.0853 0.0379 -0.1982
C 3.188 -2.627 0.682 -0.2612 -0.0354 -0.0493
C 2.448 -1.492 0.360 -1.4617 -0.2266 0.7561
H 5.669 5.449 0.023 0.0380 0.0919 -0.0063
H 4.760 4.770 -2.166 0.0480 0.0469 -0.0907
H 3.117 2.932 -2.304 0.0449 -0.0007 -0.0730
H 3.185 2.549 1.955 0.0710 0.0063 0.0952
H 4.858 4.382 2.086 0.0204 0.0237 0.0894
H 3.210 -0.421 -2.437 0.0659 -0.0551 -0.0548
H 2.698 -0.493 -4.855 0.0312 -0.0850 -0.0738
H 0.797 0.801 -5.748 -0.0396 0.0021 -0.0882
H -0.608 2.142 -4.231 -0.1122 0.0396 -0.0182
H -0.108 2.192 -1.799 -0.0900 0.0795 -0.0057
H 5.020 0.733 0.149 0.0731 0.0920 0.0268
H 6.292 -1.276 0.825 0.0873 -0.0277 0.0186
H 5.120 -3.431 1.118 0.0504 -0.0744 0.0606
H 2.698 -3.583 0.803 -0.0711 -0.0172 0.0745
C -2.248 -1.349 -3.874 0.1517 0.5678 -0.4506
N -2.442 -2.479 -3.011 0.5082 -0.5328 0.7776
C -1.534 -2.943 -2.133 -0.5269 -0.5080 0.0551
Se 0.230 -2.409 -2.003 1.1060 1.1733 1.6325
N -2.075 -3.960 -1.434 -0.0393 0.4800 -0.3360
C -3.395 -4.094 -1.790 -0.4424 0.2431 -0.6067
C -4.400 -4.925 -1.323 -0.0753 0.0614 0.0075
C -5.647 -4.776 -1.900 0.1477 -0.0933 0.1287
C -5.876 -3.858 -2.927 0.0163 0.1486 -0.0664
C -4.877 -3.033 -3.405 0.1217 -0.0019 0.0236
C -3.627 -3.153 -2.812 -0.3548 -0.7997 0.4336
H -1.185 -1.260 -4.110 -0.2397 0.0475 0.0234
H -2.588 -0.435 -3.380 0.0418 -0.0775 0.0039
H -2.815 -1.492 -4.791 0.0443 -0.0465 0.0182
H -1.652 -4.343 -0.601 0.1267 0.0435 -0.1479
H -4.220 -5.640 -0.535 -0.0019 -0.0538 0.0545
H -6.466 -5.383 -1.545 -0.0641 -0.0870 -0.0078
H -6.865 -3.785 -3.350 -0.0973 0.0091 -0.0610
H -5.062 -2.323 -4.195 -0.0500 0.0828 -0.0662
```
Positions in Å, forces in eV/Å.

LUMO (spin up / spin down): -6.123 / -5.812 eV
charge: +1
M: 944.72 g/mol
E_tot: -7277.3453 a.u.
relative energy (zero: lowest compared OMol25 entry of this formula, charge and spin): 100.3 kcal/mol
spin multiplicity: 2
gap between HOMO and LUMO (spin up / spin down): 4.30 / 4.52 eV